Formula: C12H41N3O7
Source: the Open Molecules 2025 dataset
Level of theory: wB97M-V/def2-TZVPD

**Largest force on an atom**: 3.5 eV/A
**HOMO-LUMO gap (alpha / beta)**: 9.2 / 3.0 eV
**LUMO (alpha / beta)**: -2.75 / -8.91 eV
**⟨S²⟩**: 0.75
**HOMO (alpha / beta)**: -0.439 / -0.439 hartree
**Charge**: +1
**2S+1**: 2

Each line ends with the Mulliken charge.
Cartesian coordinates (Å):
C -2.480 -0.817 -0.472  -1.028
C -2.662 -2.055 -1.291  0.514
C -2.130 -3.284 -0.453  -0.927
O -0.781 -3.059 -0.367  -0.073
C 0.026 -4.090 0.240  -0.836
N -4.132 -2.088 -1.447  -0.769
H -1.634 -0.805 0.216  0.191
H -3.240 -0.715 0.302  0.475
H -2.432 0.041 -1.142  0.051
H -2.243 -1.813 -2.268  0.231
H -2.325 -4.300 -0.798  0.512
H -2.710 -3.354 0.468  0.374
H 0.012 -4.932 -0.452  0.354
H -0.404 -4.331 1.212  0.314
H 1.071 -3.951 0.514  0.169
H -4.357 -2.953 -1.918  0.256
H -4.547 -2.244 -0.540  0.288
C -2.444 4.220 0.048  -1.564
C -1.039 3.897 -0.378  0.292
C -0.379 3.130 0.808  -0.243
O -0.003 3.996 1.929  -0.388
C 1.347 3.928 2.266  -0.609
N -0.974 3.165 -1.620  -0.559
H -2.968 3.281 0.227  0.399
H -3.085 4.704 -0.689  0.404
H -2.527 4.861 0.926  0.353
H -0.395 4.776 -0.370  0.235
H 0.529 2.611 0.503  -0.121
H -0.893 2.238 1.167  0.359
H 1.994 3.911 1.389  0.329
H 1.578 3.039 2.853  0.187
H 1.570 4.701 3.001  0.296
H -0.655 3.819 -2.320  0.227
H -1.902 2.891 -1.909  0.347
C 2.151 0.356 1.064  -0.961
C 3.261 -0.441 1.825  0.105
C 2.787 -1.882 2.261  -0.341
O 1.794 -1.893 3.316  0.012
C 1.433 -3.158 3.891  -0.549
N 4.329 -0.610 0.886  -0.738
H 1.863 -0.095 0.114  0.155
H 2.508 1.332 0.735  0.358
H 1.341 0.494 1.780  0.390
H 3.606 0.149 2.674  0.364
H 3.568 -2.483 2.725  0.603
H 2.396 -2.378 1.372  0.029
H 1.467 -2.991 4.968  0.280
H 2.145 -3.922 3.577  0.411
H 0.391 -3.362 3.645  0.279
H 4.642 0.314 0.623  0.350
H 4.033 -0.999 0.002  0.288
O 1.005 -2.083 -2.620  -0.662
H 0.310 -1.664 -2.113  0.253
H 0.568 -2.400 -3.410  0.329
O -0.021 0.604 -2.100  -0.298
H -0.690 0.363 -2.740  0.173
H -0.348 1.412 -1.703  0.193
O 2.719 0.239 -2.349  -0.690
H 2.152 1.002 -2.238  0.310
H 2.125 -0.510 -2.302  0.318
O -1.783 2.179 -4.688  -0.605
H -2.644 2.020 -5.073  0.294
H -1.897 1.988 -3.757  0.306

Formula: C12H42O15
Source: the Open Molecules 2025 dataset
Level of theory: wB97M-V/def2-TZVPD

**Largest force on an atom**: 3.9 eV/A
**HOMO-LUMO gap**: 10.0 eV
**LUMO**: 0.24 eV
**HOMO**: -0.360 hartree
**Energy above the lowest of the compared OMol25 structures with the same formula, charge and spin**: 91.4 kcal/mol

Each line ends with the Mulliken charge.
Cartesian coordinates (Å):
O -1.301 2.410 1.882  -0.501
C -2.724 2.403 2.095  -0.243
C -3.171 2.264 3.567  -0.365
O -4.589 2.362 3.651  -0.516
H -1.207 1.896 1.077  0.324
H -3.315 3.209 1.659  0.224
H -3.102 1.601 1.461  0.230
H -2.739 3.112 4.098  0.283
H -2.783 1.334 3.984  0.260
H -4.874 3.276 3.725  0.304
O 1.053 -2.793 1.562  -0.486
C 1.391 -2.203 0.350  -0.447
C 2.567 -1.188 0.530  -0.209
O 2.761 -0.247 -0.562  -0.489
H 0.248 -2.380 1.883  0.293
H 1.587 -3.014 -0.352  0.284
H 0.565 -1.761 -0.208  0.281
H 3.489 -1.685 0.830  0.259
H 2.246 -0.699 1.450  0.223
H 3.593 0.224 -0.474  0.290
O -3.237 -2.806 2.224  -0.455
C -4.338 -3.740 2.319  -0.306
C -5.041 -3.409 3.615  -0.560
O -5.845 -2.245 3.545  -0.503
H -2.922 -2.915 1.324  0.261
H -5.102 -3.761 1.542  0.296
H -3.978 -4.767 2.250  0.331
H -4.413 -3.400 4.507  0.307
H -5.696 -4.268 3.753  0.322
H -5.283 -1.471 3.463  0.305
O -4.795 -4.482 -4.176  -0.484
C -3.450 -4.842 -4.578  -0.466
C -2.349 -4.332 -3.648  -0.216
O -2.635 -4.785 -2.270  -0.484
H -4.993 -3.662 -4.633  0.293
H -3.536 -5.919 -4.428  0.254
H -3.343 -4.618 -5.639  0.351
H -2.301 -3.244 -3.692  0.224
H -1.331 -4.634 -3.892  0.250
H -2.680 -5.744 -2.270  0.279
O 0.253 1.003 -3.911  -0.504
C -0.190 2.243 -4.592  -0.344
C -1.459 2.759 -3.765  -0.302
O -0.927 3.610 -2.748  -0.510
H 0.971 1.232 -3.317  0.271
H 0.645 2.941 -4.662  0.294
H -0.369 1.911 -5.614  0.270
H -2.008 1.873 -3.446  0.267
H -2.011 3.441 -4.413  0.261
H -0.795 4.493 -3.101  0.295
O 4.131 7.803 1.476  -0.514
C 4.591 7.591 0.176  -0.261
C 3.985 6.255 -0.332  -0.487
O 2.722 6.494 -0.874  -0.513
H 4.513 8.608 1.832  0.292
H 4.259 8.481 -0.359  0.275
H 5.672 7.522 0.059  0.284
H 4.096 5.396 0.331  0.330
H 4.635 5.796 -1.077  0.284
H 2.016 6.111 -0.348  0.312
O 7.556 -4.004 2.877  -0.635
H 8.448 -4.070 3.217  0.320
H 7.657 -3.600 2.015  0.315
O 2.554 -6.326 4.659  -0.638
H 3.239 -5.715 4.930  0.318
H 1.957 -5.798 4.128  0.321
O 6.764 1.615 -1.475  -0.621
H 7.361 2.360 -1.404  0.313
H 7.314 0.896 -1.785  0.313

Formula: C12H43NO13
Source: the Open Molecules 2025 dataset
Level of theory: wB97M-V/def2-TZVPD

**Largest force on an atom**: 3.6 eV/A
**HOMO-LUMO gap (alpha / beta)**: 9.0 / 2.9 eV
**LUMO (alpha / beta)**: -2.94 / -8.96 eV
**⟨S²⟩**: 0.76
**HOMO (alpha / beta)**: -0.437 / -0.437 hartree
**Charge**: +1
**2S+1**: 2

Each line ends with the Mulliken charge.
Cartesian coordinates (Å):
O 0.024 4.138 -0.329  -0.634
H -0.101 3.189 -0.346  0.429
H 0.576 4.320 -1.089  0.319
O 3.435 2.331 0.354  -0.598
H 2.525 2.034 0.364  0.275
H 3.583 2.683 1.232  0.308
O -4.096 -2.526 2.342  -0.590
H -4.104 -2.776 1.418  0.281
H -3.168 -2.492 2.574  0.331
O -2.539 -4.106 0.056  -0.646
H -3.037 -4.917 0.165  0.265
H -3.182 -3.470 -0.258  0.285
C -1.793 0.534 -5.051  -0.493
C -2.080 1.234 -3.712  -0.350
O -0.933 1.894 -3.337  -0.511
O -0.874 -0.545 -4.893  -0.478
H -1.423 1.196 -5.835  0.318
H -2.628 -0.081 -5.388  0.380
H -2.478 0.568 -2.947  0.206
H -2.688 2.137 -3.764  0.354
H -0.586 2.307 -4.131  0.278
H -1.079 -1.132 -5.625  0.272
C 1.156 3.175 6.227  -0.396
C 0.656 3.083 4.780  -0.190
O 1.032 4.187 4.064  -0.533
O 0.623 4.314 6.883  -0.517
H 2.243 3.250 6.181  0.258
H 0.863 2.291 6.793  0.360
H -0.399 2.848 4.641  0.231
H 1.119 2.262 4.233  0.139
H 0.719 5.020 4.423  0.333
H 0.684 4.127 7.822  0.316
C 2.347 -4.204 -0.252  -0.236
C 0.820 -4.489 -0.670  -0.140
O 0.042 -4.763 0.421  -0.509
O 2.833 -5.182 0.697  -0.559
H 2.568 -3.201 0.113  0.173
H 3.031 -4.325 -1.092  0.232
H 0.761 -5.316 -1.378  0.397
H 0.443 -3.526 -1.014  0.023
H -0.870 -4.523 0.246  0.380
H 2.294 -5.972 0.608  0.320
C 3.359 -0.105 -2.472  -0.296
C 2.185 0.296 -3.416  -0.237
O 1.378 -0.839 -3.389  -0.470
O 4.213 -0.932 -3.158  -0.576
H 2.972 -0.635 -1.602  0.034
H 4.034 0.710 -2.210  0.309
H 2.448 0.438 -4.464  0.390
H 1.651 1.223 -3.205  0.235
H 0.614 -0.638 -3.935  0.324
H 3.712 -1.725 -3.361  0.338
C -0.791 -0.838 -0.076  -1.623
C -0.927 0.649 0.311  0.838
C -0.854 0.805 1.824  -1.329
O -1.880 0.137 2.606  -0.299
C -3.234 0.533 2.411  -0.697
N 0.211 1.307 -0.373  -0.203
H 0.096 -1.323 0.331  0.626
H -0.803 -0.928 -1.163  0.486
H -1.728 -1.321 0.200  0.206
H -1.835 1.019 -0.166  0.531
H -1.026 1.856 2.054  0.596
H 0.142 0.692 2.251  0.401
H -3.813 -0.106 1.744  0.314
H -3.333 1.594 2.179  0.369
H -3.792 0.399 3.337  0.311
H 0.848 0.538 -0.523  0.084
H -0.166 1.615 -1.258  0.257

Copy entry 1 word for word.
Formula: C12H41N3O7
Source: the Open Molecules 2025 dataset
Level of theory: wB97M-V/def2-TZVPD

**Largest force on an atom**: 3.5 eV/A
**HOMO-LUMO gap (alpha / beta)**: 9.2 / 3.0 eV
**LUMO (alpha / beta)**: -2.75 / -8.91 eV
**⟨S²⟩**: 0.75
**HOMO (alpha / beta)**: -0.439 / -0.439 hartree
**Charge**: +1
**2S+1**: 2

Each line ends with the Mulliken charge.
Cartesian coordinates (Å):
C -2.480 -0.817 -0.472  -1.028
C -2.662 -2.055 -1.291  0.514
C -2.130 -3.284 -0.453  -0.927
O -0.781 -3.059 -0.367  -0.073
C 0.026 -4.090 0.240  -0.836
N -4.132 -2.088 -1.447  -0.769
H -1.634 -0.805 0.216  0.191
H -3.240 -0.715 0.302  0.475
H -2.432 0.041 -1.142  0.051
H -2.243 -1.813 -2.268  0.231
H -2.325 -4.300 -0.798  0.512
H -2.710 -3.354 0.468  0.374
H 0.012 -4.932 -0.452  0.354
H -0.404 -4.331 1.212  0.314
H 1.071 -3.951 0.514  0.169
H -4.357 -2.953 -1.918  0.256
H -4.547 -2.244 -0.540  0.288
C -2.444 4.220 0.048  -1.564
C -1.039 3.897 -0.378  0.292
C -0.379 3.130 0.808  -0.243
O -0.003 3.996 1.929  -0.388
C 1.347 3.928 2.266  -0.609
N -0.974 3.165 -1.620  -0.559
H -2.968 3.281 0.227  0.399
H -3.085 4.704 -0.689  0.404
H -2.527 4.861 0.926  0.353
H -0.395 4.776 -0.370  0.235
H 0.529 2.611 0.503  -0.121
H -0.893 2.238 1.167  0.359
H 1.994 3.911 1.389  0.329
H 1.578 3.039 2.853  0.187
H 1.570 4.701 3.001  0.296
H -0.655 3.819 -2.320  0.227
H -1.902 2.891 -1.909  0.347
C 2.151 0.356 1.064  -0.961
C 3.261 -0.441 1.825  0.105
C 2.787 -1.882 2.261  -0.341
O 1.794 -1.893 3.316  0.012
C 1.433 -3.158 3.891  -0.549
N 4.329 -0.610 0.886  -0.738
H 1.863 -0.095 0.114  0.155
H 2.508 1.332 0.735  0.358
H 1.341 0.494 1.780  0.390
H 3.606 0.149 2.674  0.364
H 3.568 -2.483 2.725  0.603
H 2.396 -2.378 1.372  0.029
H 1.467 -2.991 4.968  0.280
H 2.145 -3.922 3.577  0.411
H 0.391 -3.362 3.645  0.279
H 4.642 0.314 0.623  0.350
H 4.033 -0.999 0.002  0.288
O 1.005 -2.083 -2.620  -0.662
H 0.310 -1.664 -2.113  0.253
H 0.568 -2.400 -3.410  0.329
O -0.021 0.604 -2.100  -0.298
H -0.690 0.363 -2.740  0.173
H -0.348 1.412 -1.703  0.193
O 2.719 0.239 -2.349  -0.690
H 2.152 1.002 -2.238  0.310
H 2.125 -0.510 -2.302  0.318
O -1.783 2.179 -4.688  -0.605
H -2.644 2.020 -5.073  0.294
H -1.897 1.988 -3.757  0.306